# 1
C3H5AlO3 | the ωB97M-V functional and the def2-TZVPD basis

Atoms and positions in Å:
H  -1.680  0.002  -0.815
O  -1.146  -0.078  -0.006
C  0.305  -1.466  -1.018
C  -0.116  0.945  0.059
O  0.131  -1.958  -2.038
O  1.039  -1.167  -0.081
C  1.089  0.201  0.574
Al  -2.345  -0.231  1.711
H  -0.403  1.797  0.679
H  0.089  1.336  -0.944
H  0.995  0.007  1.647
H  2.043  0.613  0.235

Values from the calculation:
- total charge = +4
- HOMO (alpha / beta) (eV) = -33.602 / -31.486
- HOMO-LUMO gap (alpha / beta) (eV) = 9.46 / 4.56
- electronic energy (eV) = -15864.43821

The molecule's Löwdin atomic charges, reported in e, are given here: number 1, H, carries 0.195; number 2, O, carries -0.114; number 3, C, carries -0.038; number 4, C, carries -0.029; number 5, O, carries 0.646; number 6, O, carries 0.363; number 7, C, carries 0.196; number 8, Al, carries 1.857; number 9, H, carries 0.201; number 10, H, carries 0.228; number 11, H, carries 0.234; number 12, H, carries 0.262

---

# 2
CH4O2S2 | the ωB97M-V functional and the def2-TZVPD basis

Atoms and positions in Å:
C  -1.240  -0.597  -0.050
O  -1.190  0.723  0.146
O  1.610  1.675  0.109
S  -0.409  -3.398  -0.749
S  0.135  -1.497  -0.502
H  -2.294  -0.889  -0.064
H  -0.298  0.984  -0.102
H  2.206  0.895  0.216
H  1.480  2.104  0.998

Values from the calculation:
- ΔE to the lowest compared entry with this formula, charge and spin (kJ/mol) = 108.5
- HOMO (alpha / beta) (eV) = -7.906 / -7.907
- HOMO-LUMO gap (alpha / beta) (eV) = 7.34 / 7.35
- electronic energy (eV) = -26866.02144

The molecule's Löwdin atomic charges, reported in e, are given here: number 1, C, carries -0.514; number 2, O, carries -0.022; number 3, O, carries -0.088; number 4, S, carries -0.055; number 5, S, carries 0.391; number 6, H, carries 0.103; number 7, H, carries 0.038; number 8, H, carries 0.063; number 9, H, carries 0.085

---

# 3
C57H42FGeP3S5Sr | the ωB97M-V functional and the def2-TZVPD basis

Atoms and positions in Å:
Sr  2.426  -2.722  1.575
F  -2.662  1.818  -2.691
Ge  -1.119  1.419  -1.872
C  0.087  2.575  -2.916
C  -0.385  3.434  -3.908
C  0.472  4.342  -4.508
C  1.807  4.408  -4.120
C  2.283  3.548  -3.147
C  1.420  2.626  -2.559
P  1.868  1.371  -1.334
C  3.010  2.276  -0.244
C  4.205  1.732  0.215
C  4.988  2.433  1.121
C  4.587  3.681  1.573
C  3.393  4.229  1.121
C  2.604  3.529  0.224
C  2.890  0.289  -2.370
C  4.068  0.692  -2.996
C  4.671  -0.121  -3.940
C  4.093  -1.336  -4.283
C  2.931  -1.757  -3.653
C  2.343  -0.951  -2.690
C  -0.929  -0.401  -2.663
C  -0.783  -0.201  -4.040
C  -0.518  -1.237  -4.920
C  -0.379  -2.524  -4.431
C  -0.567  -2.754  -3.079
C  -0.870  -1.721  -2.186
P  -1.014  -2.178  -0.415
C  -2.696  -1.567  -0.004
C  -3.172  -1.912  1.262
C  -4.514  -1.796  1.568
C  -5.401  -1.295  0.622
C  -4.929  -0.888  -0.614
C  -3.582  -1.034  -0.932
C  -1.491  -3.953  -0.442
C  -0.771  -4.836  0.351
C  -1.115  -6.181  0.425
C  -2.190  -6.650  -0.309
C  -2.924  -5.775  -1.105
C  -2.582  -4.437  -1.167
C  -1.404  2.538  -0.263
C  -1.753  3.832  -0.682
C  -1.819  4.882  0.213
C  -1.548  4.667  1.560
C  -1.262  3.390  1.994
C  -1.185  2.317  1.098
P  -1.194  0.602  1.739
C  0.028  0.525  3.093
C  0.979  1.498  3.385
C  1.818  1.351  4.483
C  1.711  0.244  5.310
C  0.796  -0.752  5.005
C  -0.013  -0.624  3.888
C  -2.735  0.847  2.744
C  -3.803  1.494  2.120
C  -4.979  1.753  2.803
C  -5.124  1.350  4.124
C  -4.079  0.688  4.747
C  -2.894  0.443  4.065
H  -1.429  3.400  -4.195
H  0.100  5.011  -5.273
H  2.472  5.129  -4.577
H  3.319  3.608  -2.836
H  4.536  0.763  -0.138
H  5.913  1.997  1.476
H  5.198  4.224  2.281
H  3.073  5.202  1.469
H  1.671  3.961  -0.121
H  4.511  1.649  -2.756
H  5.585  0.200  -4.422
H  4.555  -1.959  -5.035
H  2.476  -2.703  -3.919
H  1.411  -1.260  -2.214
H  -0.870  0.797  -4.449
H  -0.402  -1.029  -5.976
H  -0.139  -3.347  -5.090
H  -0.484  -3.768  -2.713
H  -2.486  -2.314  2.005
H  -4.873  -2.091  2.546
H  -6.452  -1.208  0.858
H  -5.606  -0.474  -1.348
H  -3.247  -0.764  -1.926
H  0.073  -4.477  0.940
H  -0.547  -6.850  1.056
H  -2.464  -7.696  -0.260
H  -3.770  -6.140  -1.671
H  -3.167  -3.759  -1.776
H  -1.966  4.022  -1.727
H  -2.083  5.870  -0.140
H  -1.603  5.483  2.268
H  -1.139  3.202  3.054
H  1.069  2.374  2.764
H  2.552  2.114  4.694
H  2.356  0.141  6.173
H  0.730  -1.640  5.619
H  -0.698  -1.431  3.638
H  -3.717  1.815  1.089
H  -5.784  2.272  2.300
H  -6.040  1.556  4.662
H  -4.175  0.368  5.776
H  -2.088  -0.046  4.594
S  4.974  -4.529  -1.101
C  4.575  -4.129  0.425
S  3.629  -5.146  1.471
C  3.629  -4.127  2.908
C  4.346  -2.951  2.800
S  4.014  -1.529  3.686
S  5.105  -2.673  1.231
S  2.265  -4.338  3.935

Values from the calculation:
- ΔE to the lowest compared entry with this formula, charge and spin (kJ/mol) = 168.0
- HOMO (eV) = -7.452
- HOMO-LUMO gap (eV) = 6.64
- electronic energy (eV) = -201903.62251

Results of the Löwdin charge analysis, in e, for atoms 1 through 99: number 1, Sr, carries 0.968; number 2, F, carries -0.288; number 3, Ge, carries 0.915; number 4, C, carries -0.303; number 5, C, carries -0.101; number 6, C, carries -0.070; number 7, C, carries -0.070; number 8, C, carries -0.074; number 9, C, carries -0.384; number 10, P, carries 1.102; number 11, C, carries -0.370; number 12, C, carries -0.092; number 13, C, carries -0.073; number 14, C, carries -0.084; number 15, C, carries -0.081; number 16, C, carries -0.105; number 17, C, carries -0.357; number 18, C, carries -0.088; number 19, C, carries -0.070; number 20, C, carries -0.073; number 21, C, carries -0.074; number 22, C, carries -0.103; number 23, C, carries -0.278; number 24, C, carries -0.104; number 25, C, carries -0.059; number 26, C, carries -0.080; number 27, C, carries -0.107; number 28, C, carries -0.415; number 29, P, carries 1.069; number 30, C, carries -0.435; number 31, C, carries -0.151; number 32, C, carries -0.077; number 33, C, carries -0.083; number 34, C, carries -0.069; number 35, C, carries -0.098; number 36, C, carries -0.394; number 37, C, carries -0.106; number 38, C, carries -0.070; number 39, C, carries -0.077; number 40, C, carries -0.069; number 41, C, carries -0.086; number 42, C, carries -0.271; number 43, C, carries -0.106; number 44, C, carries -0.066; number 45, C, carries -0.065; number 46, C, carries -0.103; number 47, C, carries -0.406; number 48, P, carries 1.110; number 49, C, carries -0.376; number 50, C, carries -0.086; number 51, C, carries -0.080; number 52, C, carries -0.122; number 53, C, carries -0.102; number 54, C, carries -0.159; number 55, C, carries -0.342; number 56, C, carries -0.103; number 57, C, carries -0.078; number 58, C, carries -0.090; number 59, C, carries -0.081; number 60, C, carries -0.080; number 61, H, carries 0.104; number 62, H, carries 0.104; number 63, H, carries 0.104; number 64, H, carries 0.105; number 65, H, carries 0.098; number 66, H, carries 0.107; number 67, H, carries 0.102; number 68, H, carries 0.104; number 69, H, carries 0.105; number 70, H, carries 0.101; number 71, H, carries 0.106; number 72, H, carries 0.104; number 73, H, carries 0.101; number 74, H, carries 0.062; number 75, H, carries 0.091; number 76, H, carries 0.110; number 77, H, carries 0.110; number 78, H, carries 0.102; number 79, H, carries 0.103; number 80, H, carries 0.111; number 81, H, carries 0.104; number 82, H, carries 0.107; number 83, H, carries 0.085; number 84, H, carries 0.058; number 85, H, carries 0.109; number 86, H, carries 0.104; number 87, H, carries 0.106; number 88, H, carries 0.115; number 89, H, carries 0.092; number 90, H, carries 0.106; number 91, H, carries 0.106; number 92, H, carries 0.113; number 93, H, carries 0.086; number 94, H, carries 0.106; number 95, H, carries 0.108; number 96, H, carries 0.108; number 97, H, carries 0.100; number 98, H, carries 0.108; number 99, H, carries 0.105

---

> What is the formula in the first record?

C3H5AlO3

---

> Number 1 is which compound?

C3H5AlO3

---

> Among the records above, which one has the highest electronic energy?

C3H5AlO3

---

> What is the electronic energy in the second record?

-26866.02144 eV